1.
DFT (wB97M-V/def2-TZVPD) results for C41H72F30N9O21S10 as an isolated structure in a non-equilibrium geometry.

Geometry as ORCA input:
```
! RIJCOSX wB97M-V def2-TZVPD def2/J DEFGRID3
* xyz -1 1
C -10.9176 -23.4645 6.2152
C -10.6895 -22.2271 5.1782
C -10.7489 -20.8097 5.8846
O -10.3495 -19.8454 5.0530
C -10.5703 -18.5313 5.4434
N -9.2888 -22.3551 4.4879
H -8.6512 -22.6275 5.2223
H -9.2730 -23.0652 3.7698
H -9.1711 -21.4309 4.0980
H -10.4533 -24.4234 5.9852
H -11.9987 -23.5971 6.2584
H -10.6110 -23.2275 7.2340
H -11.4441 -22.2924 4.3943
H -10.2247 -20.9226 6.8335
H -11.8030 -20.7164 6.1458
H -9.9107 -18.2543 6.2658
H -11.5648 -18.4227 5.8762
H -10.4841 -17.8412 4.6041
C -18.3934 -22.5774 10.3513
C -19.9181 -22.8641 10.6854
C -20.8453 -21.7166 10.2252
N -22.2643 -22.2271 9.8023
C -23.1462 -20.9640 9.5437
C -24.6376 -21.3135 9.2299
C -25.2412 -22.4563 10.0798
C -24.3116 -23.6351 10.3983
C -22.9861 -23.1291 10.9282
C -22.1408 -23.0883 8.5727
H -18.1931 -22.6485 9.2822
H -17.6823 -23.3719 10.5771
H -17.9612 -21.6404 10.7025
H -19.9364 -22.9693 11.7701
H -20.1432 -23.8461 10.2693
H -20.4427 -21.0731 9.4429
H -21.0417 -21.1071 11.1072
H -23.0130 -20.2750 10.3778
H -22.7277 -20.6741 8.5799
H -25.2465 -20.4260 9.4018
H -24.7125 -21.5274 8.1637
H -25.5145 -22.1377 11.0857
H -26.1424 -22.8624 9.6204
H -24.7486 -24.2969 11.1460
H -24.2532 -24.2916 9.5301
H -23.0403 -22.5192 11.8300
H -22.3391 -23.9649 11.1946
H -21.8825 -24.1414 8.6839
H -21.4777 -22.6573 7.8227
H -23.1133 -23.2927 8.1248
C -12.4412 -27.9389 13.0043
C -12.1252 -27.3788 14.4291
C -10.6149 -27.5983 14.5630
N -10.0632 -26.9393 15.9098
C -8.5366 -27.0456 15.8724
C -7.8918 -26.7654 17.2429
C -8.5042 -27.4801 18.5026
C -10.0387 -27.4904 18.4661
C -10.6062 -27.8559 17.0999
C -10.3903 -25.4134 16.0858
H -13.4219 -28.3265 12.7284
H -11.8050 -28.7609 12.6765
H -12.1610 -27.2061 12.2476
H -12.6209 -27.8793 15.2608
H -12.3225 -26.3161 14.5699
H -10.0569 -27.0240 13.8235
H -10.3236 -28.6478 14.5202
H -8.2963 -28.0869 15.6577
H -8.1922 -26.4293 15.0419
H -6.8154 -26.9354 17.2208
H -7.8269 -25.6868 17.3861
H -8.2915 -28.5421 18.3797
H -8.1355 -27.2802 19.5087
H -10.4435 -28.1310 19.2496
H -10.3551 -26.4995 18.7918
H -10.5484 -28.9193 16.8676
H -11.6576 -27.5726 17.0509
H -10.0731 -25.1834 17.1030
H -11.4799 -25.4254 16.1150
H -9.9958 -24.7197 15.3434
C -7.3034 -12.9199 -0.1898
C -6.0765 -12.7003 0.7448
C -5.8937 -13.9572 1.7035
N -5.0214 -13.6939 2.8820
C -5.6350 -12.5976 3.7653
C -4.9617 -12.4839 5.1621
C -5.0077 -13.8516 5.8119
C -4.2282 -14.9491 5.0207
C -4.8410 -15.0954 3.6044
C -3.6758 -13.1596 2.3687
H -7.5156 -12.0030 -0.7397
H -8.0968 -13.0016 0.5531
H -7.3369 -13.7170 -0.9325
H -6.2440 -11.8028 1.3404
H -5.2254 -12.6695 0.0645
H -5.5002 -14.6913 1.0004
H -6.7707 -14.5101 2.0401
H -6.6889 -12.8487 3.8858
H -5.5270 -11.6559 3.2271
H -5.4783 -11.7318 5.7584
H -3.9577 -12.0596 5.1564
H -6.0859 -14.0113 5.8249
H -4.7869 -13.7183 6.8710
H -4.4740 -15.7990 5.6574
H -3.1508 -14.8017 4.9457
H -5.8524 -15.4920 3.6926
H -4.3660 -15.8244 2.9478
H -3.1703 -13.6631 1.5446
H -3.0325 -13.1245 3.2479
H -3.9328 -12.1318 2.1123
C -9.3892 -21.3217 -1.6966
F -9.7459 -20.1292 -2.3309
F -8.1619 -21.6518 -2.1711
F -9.2911 -21.3605 -0.3334
S -10.7085 -22.5463 -2.3149
O -11.9331 -21.8157 -2.1094
O -10.4875 -22.7890 -3.7583
N -10.3212 -23.9212 -1.3359
S -11.6045 -24.6175 -1.3454
O -12.5515 -24.0602 -0.4058
O -12.2259 -24.8995 -2.6274
C -11.0281 -26.4237 -0.7008
F -9.7832 -26.7919 -1.1803
F -10.8254 -26.3373 0.5837
F -11.9884 -27.3219 -0.9665
C -5.9518 -24.1086 8.9507
F -5.4674 -23.9377 10.1846
F -7.2656 -24.1240 9.1058
F -5.5713 -23.1204 8.1917
S -5.3099 -25.9239 8.2862
O -4.0018 -26.0535 8.9237
O -6.3649 -26.8747 8.7864
N -5.3707 -25.6695 6.5858
S -4.9426 -27.0134 5.8513
O -3.7079 -27.6598 6.4074
O -6.1046 -27.9103 5.6940
C -4.4799 -26.3915 4.0295
F -3.5256 -25.4882 4.0928
F -4.1225 -27.3718 3.2629
F -5.6202 -25.8262 3.5158
C -9.9859 -16.7924 13.2302
F -10.3157 -17.5072 12.1285
F -11.1291 -16.5298 13.9231
F -9.1888 -17.5535 13.9764
S -9.1777 -15.1854 12.8425
O -7.8426 -15.6534 12.3766
O -9.9949 -14.6211 11.7093
N -9.1799 -14.2740 14.3359
S -9.1678 -12.7694 13.8120
O -8.1349 -12.4011 12.7545
O -10.4861 -12.0741 13.7083
C -8.1887 -11.8800 15.3311
F -8.9743 -11.6871 16.3946
F -7.2144 -12.6301 15.6442
F -7.7490 -10.6793 14.9226
C -17.7359 -28.7550 3.0446
F -17.6968 -27.3984 3.1852
F -18.8781 -29.1067 2.3983
F -16.6455 -28.9952 2.3276
S -17.5685 -29.6641 4.8349
O -16.5687 -28.8390 5.6534
O -18.8749 -29.5329 5.4458
N -17.1493 -31.2876 4.3508
S -15.5821 -31.3111 4.6290
O -14.8353 -30.2323 4.0221
O -15.1051 -31.5101 5.9526
C -14.9497 -32.9472 3.6508
F -13.7313 -33.0873 4.1235
F -15.6867 -33.9791 4.1289
F -15.0010 -32.7436 2.3781
C -18.1829 -19.0181 3.8097
F -19.1597 -19.5539 3.0970
F -17.8925 -19.7756 4.8101
F -17.1327 -18.8823 2.9628
S -18.6236 -17.1595 4.5290
O -18.0149 -17.2574 5.8756
O -18.0441 -16.2599 3.5125
N -20.3158 -17.1903 4.6116
S -20.7889 -15.8587 4.2461
O -20.1368 -14.7677 5.0470
O -20.9308 -15.6273 2.8470
C -22.6011 -15.7673 5.0602
F -23.2308 -14.7142 4.6160
F -23.2300 -16.8698 4.6794
F -22.5868 -15.6888 6.3721
*
```

## Properties
Relative energy (zero: lowest compared OMol25 entry of this formula, charge and spin)   71.9 kJ/mol
E   -289948.478 eV

2.
DFT (wB97M-V/def2-TZVPD) results for C42H47N4O4SbSe4SiTi as an isolated structure in a non-equilibrium geometry.

Geometry as ORCA input:
```
! RIJCOSX wB97M-V def2-TZVPD def2/J DEFGRID3
* xyz 0 1
Ti -0.2180 -0.2180 -0.1310
C 0.7671 2.4107 -3.3022
C 0.0480 3.2763 -2.3029
C -0.5061 4.4733 -2.7408
C -1.0396 5.3843 -1.8448
C -1.0265 5.0940 -0.4949
C -0.5255 3.8847 -0.0270
C -0.5487 3.6013 1.4473
C -0.0117 2.9599 -0.9367
N 0.5547 1.7104 -0.4994
C 1.9045 1.8009 -0.4894
O 2.5800 2.8164 -0.4371
C 2.5542 0.4624 -0.7062
C 3.8965 0.2688 -0.9789
C 4.3056 -0.9954 -1.3872
C 3.3824 -2.0322 -1.4608
C 2.0672 -1.7613 -1.1285
N 1.6761 -0.5310 -0.8127
C 0.9326 -2.7301 -1.2994
O 1.1627 -3.8819 -1.6296
N -0.2790 -2.1310 -1.1697
C -1.2327 -2.6666 -2.1097
C -1.0045 -2.4022 -3.4772
C 0.2609 -1.7426 -3.9520
C -1.9684 -2.7650 -4.4090
C -3.1115 -3.4439 -4.0227
C -3.2857 -3.7714 -2.6930
C -2.3641 -3.3856 -1.7246
C -2.5950 -3.7547 -0.2954
H 0.3500 2.5346 -4.3012
H 1.8218 2.7015 -3.3393
H 0.7427 1.3584 -3.0330
H -0.4838 4.7033 -3.7971
H -1.4437 6.3229 -2.2024
H -1.4058 5.8119 0.2231
H -1.4385 4.0338 1.9071
H -0.5477 2.5295 1.6312
H 0.3336 4.0327 1.9262
H 4.5730 1.1070 -0.8901
H 5.3437 -1.1751 -1.6346
H 3.6483 -3.0358 -1.7613
H 0.5238 -0.8904 -3.3254
H 1.0916 -2.4520 -3.9072
H 0.1569 -1.3990 -4.9804
H -1.8012 -2.5261 -5.4536
H -3.8480 -3.7292 -4.7622
H -4.1552 -4.3417 -2.3888
H -2.9030 -2.8846 0.2737
H -1.6887 -4.1527 0.1612
H -3.3899 -4.4961 -0.2178
C -3.6699 0.9057 2.9345
Si -3.2318 0.5044 1.1289
C -3.3590 2.1876 0.2580
C -4.5620 -0.5417 0.2561
N -1.6615 -0.3449 1.1277
C -1.5653 -1.4995 1.9042
C -2.6748 -2.0783 2.5541
C -2.6256 -3.3053 3.1820
C -1.4556 -4.0464 3.1718
C -0.3298 -3.4876 2.6010
C -0.3640 -2.2209 2.0381
O 0.8466 -1.6464 1.5971
C 1.9066 -1.7179 2.5016
C 1.7305 -1.8120 3.8789
C 2.8352 -1.8465 4.7146
C 4.1218 -1.7854 4.2021
C 4.2918 -1.6890 2.8312
C 3.1924 -1.6590 1.9879
H -4.7151 0.6455 3.1217
H -3.5583 1.9718 3.1358
H -3.0583 0.3619 3.6550
H -3.7127 2.9511 0.9554
H -4.0856 2.1170 -0.5549
H -2.4335 2.5529 -0.1704
H -5.3222 0.1014 -0.1867
H -5.0651 -1.2410 0.9289
H -4.1405 -1.1318 -0.5596
H -3.6205 -1.5601 2.5311
H -3.5153 -3.6850 3.6672
H -1.4110 -5.0314 3.6152
H 0.6130 -4.0188 2.6081
H 0.7418 -1.8769 4.3071
H 2.6787 -1.9227 5.7830
H 4.9771 -1.8172 4.8634
H 5.2854 -1.6468 2.4038
H 3.3443 -1.6043 0.9234
C 2.2330 1.7993 4.1539
C 0.7832 2.0480 4.5705
C 0.0271 1.0902 3.6599
O 0.8005 0.9746 2.4601
C 2.0839 1.5900 2.6537
H 2.6162 0.8935 4.6254
H 2.9005 2.6286 4.3817
H 0.5000 3.0800 4.3555
H 0.5914 1.8389 5.6217
H -0.9762 1.4352 3.4076
H -0.0627 0.1014 4.1191
H 2.1084 2.5429 2.1181
H 2.8534 0.9412 2.2327
Se -5.2790 0.1830 -3.5807
Sb -2.9972 0.9621 -3.6088
Se -2.0355 0.8246 -5.9324
Se -2.8170 2.9392 -5.1986
Se -1.7180 0.2299 -1.6705
*
```

## Properties
Relative energy (zero: lowest compared OMol25 entry of this formula, charge and spin)   54.3 kJ/mol
E   -357386.971 eV

Q: The lowest E belongs to which entry?
A: C42H47N4O4SbSe4SiTi